The following is a DFT calculation (ωB97M-V with the def2-TZVPD basis set) of a structure of composition C20H25ClN2O2 at a distorted geometry.

As for the HOMO energy: -0.2197 hartree. As for the total energy: -1496.5926 Eh. The frontier orbital gap comes out at 6.65 eV. The value obtained for the LUMO energy is 0.0246 hartree.

Last column: Mulliken charge in e.
Cartesian coordinates (Å):
C1 -6.52 -0.28 2.59  -1.871
C2 -5.46 0.30 1.48  -0.081
H1 -4.85 1.20 1.90  0.371
H2 -6.12 0.68 0.61  0.197
O1 -4.75 -0.93 0.90  -0.387
C3 -3.67 -0.61 0.44  0.672
C4 -2.87 -1.76 0.45  -1.444
C5 -1.58 -1.56 -0.48  1.326
C6 -1.19 -0.36 -1.00  -1.029
C7 -1.92 0.68 -0.82  0.970
C8 -3.27 0.89 -0.18  -0.495
O2 -4.10 1.92 -0.25  -0.338
C9 -4.63 1.95 -1.47  -0.757
H3 -5.19 3.13 -1.14  0.192
H4 -3.96 2.28 -2.31  0.299
H5 -5.42 1.30 -1.52  0.372
Cl1 -1.35 2.06 -1.41  -0.246
H6 -0.21 -0.34 -1.30  0.781
C10 -0.60 -2.73 -0.49  -2.014
N1 0.50 -2.69 -1.04  0.111
C11 1.54 -1.95 -0.79  0.284
C12 1.60 -1.42 0.77  -0.762
C13 2.82 -0.68 1.08  0.140
C14 3.78 -0.40 0.30  0.643
C15 3.71 -0.71 -1.44  -1.024
C16 2.69 -1.59 -1.60  -0.559
H7 2.54 -2.12 -2.63  0.107
H8 4.50 -0.49 -1.96  0.630
N2 4.87 0.21 0.66  -0.029
C17 6.05 0.60 -0.27  -1.757
C18 7.02 1.45 0.53  -0.567
H9 7.62 2.01 -0.08  0.467
C19 6.12 2.08 1.60  -1.141
H10 6.57 2.17 2.49  0.449
C20 4.94 0.94 1.79  -0.847
H11 4.05 1.69 2.01  0.255
H12 5.24 0.35 2.46  0.599
H13 5.68 2.97 1.40  0.483
H14 7.62 0.65 1.11  0.221
H15 6.34 -0.11 -0.73  1.162
H16 5.75 1.25 -0.97  0.511
H17 2.75 -0.42 2.29  0.087
H18 0.85 -1.78 1.37  0.525
H19 0.37 -2.84 -2.13  0.341
H20 -0.59 -3.11 0.52  0.469
H21 -1.14 -3.70 -0.92  0.450
H22 -3.04 -2.66 0.78  0.677
H23 -7.12 0.35 2.90  0.657
H24 -5.99 -0.58 3.25  0.628
H25 -7.28 -1.01 2.11  0.271